Entry 1:
DFT (ωB97M-V/def2-TZVPD) results for a single C16H23BrN4O molecule.

```
45
Properties=species:S:1:pos:R:3
H -0.48 0.21 -5.14
N 0.47 0.79 1.74
C -1.36 2.23 1.96
H -1.88 0.00 -2.30
H -4.25 1.24 2.43
C 0.23 -0.41 -2.44
C 2.67 -3.63 1.54
C 2.81 1.56 1.89
H -3.94 1.54 0.70
H 3.78 1.14 1.64
H 3.59 -0.75 3.05
C 1.42 -1.75 0.64
H -3.75 3.86 1.26
C 1.72 -3.12 0.68
H 0.58 2.83 2.09
O 0.49 -1.40 -0.28
Br 4.72 -3.41 3.52
C -1.59 -1.28 -4.01
H -1.93 0.29 1.49
H 1.18 -3.77 0.01
H -2.60 -1.67 -4.01
C -1.23 -0.83 -2.59
C 1.72 0.53 1.70
N -1.89 3.39 2.06
C -3.32 3.20 2.02
C 2.08 -0.88 1.53
C 3.07 -1.40 2.36
H 2.63 2.42 1.25
N -2.22 1.16 1.89
H -0.92 -2.08 -4.31
H -3.75 3.49 2.99
C -1.50 -0.15 -5.03
H -1.42 -1.66 -1.90
H 2.89 -4.68 1.55
H -2.13 0.69 -4.72
N -0.01 2.02 1.95
C 0.58 -0.17 -0.97
C -3.56 1.70 1.72
H 2.83 1.91 2.92
H -0.11 0.56 -0.53
H 0.41 0.51 -2.99
H 0.88 -1.19 -2.83
H 1.60 0.24 -0.89
C 3.36 -2.75 2.36
H -1.84 -0.49 -6.00
```

Energy relative to the best compared isomer or geometry (same formula, charge and spin) (kcal per mole): 0.0
LUMO energy (eV): 0.64
M (g mol⁻¹): 367.29
F_max (eV/Å): 1.0
SMILES: CCCCCOc1ccc(Br)cc1/C(C)=N/NC1=NCCN1
Kohn-Sham gap (hartree): 0.3151

=====

Entry 2:
DFT (ωB97M-V/def2-TZVPD) results for 5 unconnected molecules or ions with the total composition C16H23Cl12N3S2.

```
56
Properties=species:S:1:pos:R:3
H 3.86 -2.09 -0.28
Cl 1.05 6.51 1.20
Cl -0.74 1.06 -7.94
Cl 0.08 3.51 -2.37
H -0.26 -2.38 1.21
C -0.14 5.23 -2.64
H 4.18 -2.62 3.29
N -0.39 -5.13 3.11
C -1.33 -2.46 1.32
H -1.17 3.15 -6.97
H 2.69 -4.27 0.25
C -2.06 -1.59 0.33
H 1.34 -3.72 -0.66
Cl -0.61 1.83 -5.13
C -3.02 5.32 0.78
Cl 1.42 6.05 -2.67
H 3.07 -3.65 2.38
Cl -1.02 5.51 -4.15
H 2.90 -4.02 -1.46
Cl -3.14 1.96 -6.56
C 2.33 5.41 1.74
C -1.66 -3.94 1.17
H -1.21 -4.31 0.26
C -3.72 -3.84 2.49
H 2.78 5.83 2.62
H -3.34 -5.28 1.07
C -1.30 -0.31 0.04
Cl -2.10 3.82 0.87
H -1.88 0.35 -0.60
H 2.24 -1.40 2.86
C 1.42 -0.48 0.52
H -3.65 -3.69 0.42
C -3.17 -4.22 1.21
H -0.73 5.66 -1.84
H 2.48 -1.68 -1.23
C 2.92 -1.52 2.04
C -1.00 -4.61 2.26
H 3.62 -0.69 2.00
H -1.55 -2.14 2.32
H -3.02 -1.29 0.75
C 2.79 -2.21 -0.34
Cl -4.57 5.07 -0.02
S 0.25 -0.68 -0.82
N 2.10 -1.62 0.83
H -3.21 5.66 1.79
N -4.11 -3.62 3.57
Cl 3.59 5.23 0.51
S 1.54 0.97 1.27
C 2.41 -3.64 -0.58
C -1.38 2.13 -6.69
H 4.49 -2.95 1.63
H -1.10 0.24 0.94
H -2.25 -2.07 -0.62
Cl 1.64 3.85 2.18
Cl -2.09 6.58 -0.04
C 3.70 -2.78 2.34
```

Energy relative to the best compared isomer or geometry (same formula, charge and spin) (kcal per mole): 0.0
LUMO energy (eV): -0.03
M (g mol⁻¹): 746.95
F_max (eV/Å): 3.8
SMILES: CCN(CC)C(=S)SCCC[C@@H](C#N)CC#N.ClC(Cl)Cl.ClC(Cl)Cl.ClC(Cl)Cl.ClC(Cl)Cl
Kohn-Sham gap (hartree): 0.3104

=====

Entry 3:
DFT (ωB97M-V/def2-TZVPD) results for a molecular structure, C16H23Cl2NO5V.

```
48
Properties=species:S:1:pos:R:3
C 4.21 0.62 -0.47
Cl -2.29 1.91 0.17
H -2.22 -4.84 1.98
H 4.93 0.63 -1.28
H -1.96 4.28 0.33
H -1.59 -3.41 0.07
H -1.49 -1.70 4.79
O -0.79 -0.89 0.29
V -0.07 0.76 0.21
C -0.58 0.07 2.95
C -0.62 1.58 -2.83
H 2.56 0.43 -1.75
C -0.01 -0.69 -2.63
C -1.51 -3.00 1.08
H 2.03 -0.39 0.56
C -1.00 -1.23 2.69
O -2.70 -5.26 4.29
N -2.40 -4.12 4.57
H 4.20 -0.40 -0.02
C -1.14 -0.64 -3.61
H -0.87 -1.15 -4.55
Cl 0.23 3.38 0.39
C -1.53 3.44 0.81
C 2.90 2.56 -1.31
H 3.21 3.11 -0.41
C 2.83 1.04 -0.90
H 4.58 1.27 0.33
C -1.87 -3.31 3.46
H 1.98 3.01 -1.67
H -2.59 1.09 -3.61
H 0.99 -0.52 -3.05
H 2.18 1.31 1.20
C 1.97 0.68 0.31
H -1.66 3.40 1.87
H -0.54 0.36 3.99
H -0.06 -1.55 -1.93
H -1.99 -1.22 -3.24
O -0.22 0.93 2.11
H -1.30 1.15 -4.82
C -1.88 -3.81 2.16
H 0.30 1.90 -3.32
C -1.44 -2.04 3.76
C -1.07 -1.70 1.32
C -1.54 0.87 -3.80
O -0.30 0.54 -1.79
H 3.63 2.76 -2.08
O -2.50 -3.64 5.68
H -0.99 2.44 -2.28
```

Energy relative to the best compared isomer or geometry (same formula, charge and spin) (kcal per mole): 0.0
LUMO energy (spin up / spin down) (eV): -8.65 / -8.27
M (g mol⁻¹): 431.21
Multiplicity: 2
F_max (eV/Å): 1.8
Kohn-Sham gap (spin up / spin down) (hartree): 0.2664 / 0.2839
Total charge: +2

=====

Entry 4:
DFT (ωB97M-V/def2-TZVPD) results for 4 unconnected molecules or ions with the total composition C16H23ClO5.

```
45
Properties=species:S:1:pos:R:3
C 0.51 -2.24 -2.02
C 0.81 3.23 1.97
H -0.17 0.21 0.98
C 1.33 -2.32 -0.89
H -2.39 2.69 -2.58
H -0.23 3.16 3.86
H -0.80 4.03 -3.94
O -1.75 0.37 4.20
H -0.93 -2.90 4.31
O 1.11 -2.08 1.48
H 2.40 -4.00 -4.20
H 1.68 2.78 1.50
H 3.89 -4.07 -2.22
C -0.11 -0.53 0.20
H -0.04 -1.57 3.55
H -1.64 -2.01 2.96
C -1.27 1.92 -3.98
C -0.29 3.07 -4.07
C 2.10 -3.52 -3.28
C -0.88 -0.47 -0.89
H -1.59 0.33 -1.03
C 2.94 -3.57 -2.18
O -1.68 -1.70 -2.74
H -2.02 1.99 -4.77
C 2.55 -2.98 -0.98
H 0.47 2.99 -3.29
O -1.91 1.87 -2.71
C 0.83 -1.68 0.37
H -1.09 3.26 1.55
H 0.94 4.31 1.95
H -0.75 0.97 -4.10
H 0.23 -2.81 -4.07
O -0.31 2.86 1.16
C 0.89 -2.85 -3.21
H 0.53 1.64 3.40
H -2.31 0.27 3.42
H 0.21 3.08 -5.04
C -0.78 -1.49 -1.95
C 0.66 2.73 3.39
H 1.53 2.98 4.00
H -1.02 -0.78 5.70
C -1.65 -0.91 4.82
C -1.03 -1.91 3.86
H -2.64 -1.24 5.15
Cl 3.65 -3.09 0.35
```

Energy relative to the best compared isomer or geometry (same formula, charge and spin) (kcal per mole): 0.0
LUMO energy (eV): -0.87
M (g mol⁻¹): 330.81
F_max (eV/Å): 0.4
SMILES: O=C1C=CC(=O)c2c(Cl)cccc21.CCO.CCO.CCO
Kohn-Sham gap (hartree): 0.3171